Entry 1:
Below is a cluster of 2 separate species, C3H9OPS in total, with properties calculated with wB97M-V/def2-TZVPD.

Output
* LUMO energy (spin up / spin down): -1.7 / -1.7 eV
* spin multiplicity: 1
* total energy: -934.37619 hartree
* HOMO energy (spin up / spin down): -7.63 / -7.71 eV
* max |F|: 3.67 eV Å⁻¹

Each line ends with the Mulliken charge.
Atoms and positions in Å:
C1 -1.3427 -1.8211 0.2250  -0.922
C2 3.0443 0.8744 0.2864  -0.863
C3 -1.9103 -0.4982 -0.3999  -0.504
O1 -1.3676 2.0106 -0.5283  -0.452
P1 -1.0884 0.8280 0.5468  0.326
S1 1.9086 -0.1954 -0.5911  -0.354
H1 -1.9026 -1.7713 1.2164  0.330
H2 -1.6919 -2.7477 -0.4355  0.254
H3 -0.1905 -1.8680 0.2919  0.275
H4 2.9493 1.8321 -0.0545  0.301
H5 4.0906 0.5664 0.3660  0.317
H6 2.8470 1.0456 1.4130  0.238
H7 -3.0537 -0.5491 -0.2820  0.358
H8 -1.6947 -0.3619 -1.4447  0.327
H9 -0.5975 2.6555 -0.6095  0.369

Forces on atoms 1 to 2 (eV/Å):
-0.708 -1.034 -0.688
-0.044 -1.092 3.501


Entry 2:
Below is a structure of composition C11H10BeClNS, with properties calculated with wB97M-V/def2-TZVPD.

Output
* LUMO energy: 5.3 eV
* spin multiplicity: 1
* total energy: -1353.00118 hartree
* HOMO energy: -0.21 eV
* max |F|: 5.22 eV Å⁻¹
* net charge: -2

Each line ends with the Mulliken charge.
Atoms and positions in Å:
C1 2.1008 -0.1231 -1.1003  -0.270
C2 1.0709 0.4649 -1.9308  -0.482
C3 0.0368 -0.5186 -2.1126  -0.187
H1 1.1005 1.5026 -2.3862  0.191
C4 0.4329 -1.7218 -1.4226  -0.657
C5 1.7115 -1.4788 -0.7936  -0.433
H2 2.3604 -2.2567 -0.2547  0.288
H3 3.1159 0.3554 -0.8659  0.306
H4 -0.8634 -0.4084 -2.7961  0.407
H5 -0.1295 -2.7043 -1.4233  0.277
Be1 0.3856 0.0804 0.3176  0.182
Cl1 1.5280 1.6901 1.0891  -0.533
C6 -1.4587 0.8178 1.6175  -0.439
C7 -2.0639 -0.3740 1.0707  -0.467
C8 -2.2908 -0.1471 -0.3326  -0.358
H6 -2.3639 -1.3045 1.6712  0.237
C9 -1.8599 1.1864 -0.6545  -0.433
C10 -1.3568 1.7925 0.5443  -0.459
H7 -0.9973 2.8715 0.6567  0.313
H8 -1.2506 1.0269 2.7235  0.292
H9 -2.7532 -0.8979 -1.0542  0.291
H10 -1.9041 1.6987 -1.6735  0.323
S1 2.5746 -0.6714 4.2597  -0.648
C11 1.7689 -0.4482 2.9167  0.742
N1 1.1052 -0.4324 1.9341  -0.484

Forces on atoms 1 to 2 (eV/Å):
0.573 -0.382 -0.777
0.152 -0.403 -0.171


Entry 3:
Below is a structure of composition C18H28BBaBr14O8, with properties calculated with wB97M-V/def2-TZVPD.

Output
* LUMO energy: -8.3 eV
* spin multiplicity: 1
* total energy: -37390.89423 hartree
* HOMO energy: -10.16 eV
* max |F|: 4.31 eV Å⁻¹
* net charge: +1

Each line ends with the Mulliken charge.
Atoms and positions in Å:
Ba1 -3.4869 -27.2801 7.2595  1.994
O1 5.4764 -20.6948 10.9015  -0.659
C1 4.4629 -21.4102 11.0931  0.649
O2 3.8287 -22.0759 10.1672  -0.442
B1 2.7383 -22.9033 10.8022  1.066
O3 2.9210 -22.7575 12.2452  -0.479
C2 3.8883 -21.9111 12.5341  0.572
O4 4.3811 -21.6287 13.5939  -0.583
O5 2.8086 -24.2877 10.2523  -0.434
C3 1.6123 -24.5754 9.8453  0.610
O6 1.1015 -25.6339 9.4147  -0.728
C4 0.7240 -23.4044 10.0115  0.600
O7 1.4588 -22.3691 10.4050  -0.528
O8 -0.4167 -23.3985 9.7202  -0.645
Br1 8.4669 -18.4507 3.8797  -0.150
C5 7.9727 -19.8319 5.2705  -0.577
C6 8.9144 -20.9841 5.2475  -0.616
Br2 9.1725 -21.8745 3.5283  -0.120
H1 7.0150 -20.1905 4.8932  0.335
H2 7.8024 -19.4551 6.2790  0.413
H3 8.5885 -21.7507 5.9504  0.361
H4 9.9315 -20.7200 5.5372  0.354
Br3 2.1271 -14.8646 7.2665  -0.123
C7 1.3701 -15.1289 9.0701  -0.591
C8 0.9318 -16.5542 9.2466  -0.573
Br4 -0.6657 -16.9208 8.1753  -0.114
H5 0.6429 -14.3352 9.2412  0.355
H6 2.0411 -14.5715 9.7237  0.394
H7 0.5985 -16.7943 10.2562  0.299
H8 1.7116 -17.2686 8.9831  0.354
Br5 9.4263 -15.5699 15.9375  -0.163
C9 7.6538 -15.6571 15.1836  -0.627
C10 6.5752 -15.5656 16.2756  -0.563
Br6 4.9276 -15.1584 15.3271  -0.158
H9 7.5877 -16.5961 14.6340  0.363
H10 7.5705 -14.7604 14.5695  0.382
H11 6.7409 -14.7314 16.9573  0.373
H12 6.6429 -16.4338 16.9312  0.392
Br7 11.4152 -16.1389 9.2162  -0.133
C11 12.4097 -17.0801 10.6378  -0.544
C12 12.3122 -18.5461 10.5012  -0.579
Br8 13.7833 -19.2416 9.3010  -0.152
H13 11.9591 -16.7251 11.5646  0.313
H14 13.4498 -16.7558 10.6726  0.383
H15 11.3380 -18.8148 10.0928  0.369
H16 12.4285 -19.0974 11.4343  0.344
Br9 9.3335 -26.0376 11.1434  -0.156
C13 7.7214 -27.1170 11.7394  -0.606
C14 8.2029 -28.4365 12.1569  -0.564
Br10 6.7636 -29.6010 12.7915  -0.170
H17 7.1340 -27.2045 10.8254  0.340
H18 7.0802 -26.6159 12.4646  0.420
H19 8.7443 -28.2788 13.0897  0.339
H20 8.8102 -29.0072 11.4544  0.398
Br11 4.1849 -19.8919 21.5332  -0.139
C15 4.4636 -21.6342 20.7724  -0.526
C16 5.8689 -21.8067 20.2617  -0.609
Br12 6.2867 -23.6365 19.6221  -0.157
H21 3.6739 -21.8547 20.0541  0.367
H22 4.2745 -22.3264 21.5929  0.334
H23 6.6085 -21.5239 21.0108  0.380
H24 6.0600 -21.1835 19.3882  0.351
Br13 -1.1449 -21.1779 16.1798  -0.167
C17 -2.5260 -19.9896 15.3657  -0.523
C18 -1.6981 -19.1691 14.3317  -0.602
Br14 -2.9578 -17.9232 13.4733  -0.179
H25 -2.9049 -19.3954 16.1973  0.361
H26 -3.3397 -20.5964 14.9686  0.373
H27 -1.2152 -19.7887 13.5760  0.340
H28 -0.8533 -18.5687 14.6693  0.399

Forces on atoms 1 to 2 (eV/Å):
0.531 0.365 0.302
-3.676 -2.094 0.841


Entry 4:
Below is a cluster of 2 separate species, C3H6OSi in total, with properties calculated with wB97M-V/def2-TZVPD.

Output
* LUMO energy: 0.5 eV
* spin multiplicity: 1
* total energy: -482.54809 hartree
* HOMO energy: -10.31 eV
* max |F|: 2.95 eV Å⁻¹

Each line ends with the Mulliken charge.
Atoms and positions in Å:
C1 2.5894 -0.5452 0.4133  0.119
C2 -0.1186 -1.2405 -0.8675  -0.692
C3 -0.2781 -0.5493 0.2776  -0.356
O1 2.9710 -0.1452 -0.5503  -0.116
Si1 -1.1823 1.1572 0.3464  0.372
H1 0.3908 -2.1882 -0.8455  0.302
H2 -0.0089 -0.7938 -1.8295  0.316
H3 -0.0253 -0.9871 1.3246  0.395
H4 -1.2333 1.5394 1.9059  -0.111
H5 -2.5940 1.3983 0.0701  -0.119
H6 -0.5106 2.3545 -0.2451  -0.109

Forces on atoms 1 to 2 (eV/Å):
-0.287 -0.658 1.722
1.570 0.343 1.661


Entry 5:
Below is a cluster of 2 separate species, C3H6FIO2 in total, with properties calculated with wB97M-V/def2-TZVPD.

Output
* LUMO energy: 0.1 eV
* spin multiplicity: 1
* SMILES string: C[C@H](F)I.O=CO
* total energy: -665.92600 hartree
* HOMO energy: -9.83 eV
* max |F|: 4.26 eV Å⁻¹

Each line ends with the Mulliken charge.
Atoms and positions in Å:
C1 0.3361 1.6754 -0.7959  -1.157
C2 0.9840 1.2508 0.4577  0.118
F1 1.7823 2.2267 0.9900  -0.228
I1 2.4453 -0.4055 -0.0336  -0.032
H1 1.0481 2.1051 -1.5495  0.363
H2 -0.4587 2.4215 -0.7475  0.351
H3 -0.1486 0.9617 -1.4178  0.384
H4 0.1561 0.8447 1.2201  0.265
O1 -1.5395 -0.9718 0.7497  -0.443
C3 -1.5477 -2.1684 0.5689  0.247
O2 -0.6417 -2.8669 -0.0369  -0.329
H5 -2.5536 -2.7973 0.7056  0.252
H6 0.1379 -2.2760 -0.1109  0.209

Forces on atoms 1 to 2 (eV/Å):
0.463 1.819 -2.531
-1.178 -1.538 1.400


Entry 6:
Below is a structure of composition C10H14Cl3Ge2O5ScSe, with properties calculated with wB97M-V/def2-TZVPD.

Output
* LUMO energy (spin up / spin down): -4.5 / -6.7 eV
* spin multiplicity: 2
* total energy: -9462.16491 hartree
* HOMO energy (spin up / spin down): -12.81 / -12.74 eV
* expectation value of S²: 0.762
* max |F|: 0.47 eV Å⁻¹
* net charge: +1

Each line ends with the Mulliken spin population.
Atoms and positions in Å:
Sc1 0.9898 -1.3313 -0.0320  -0.007
O1 -2.0750 -5.3023 3.6029  0.019
C1 -1.5080 -4.5225 2.9093  0.010
C2 -1.9015 -4.1300 1.4654  -0.097
O2 -2.8519 -4.4856 0.8360  0.114
C3 -0.8401 -3.1684 1.0143  0.242
C4 0.1195 -2.9594 2.0476  0.271
O3 1.0941 -2.1648 1.8397  0.191
C5 -0.2213 -3.7483 3.2710  -0.096
O4 0.3680 -3.7404 4.3107  0.133
O5 -0.7114 -2.5559 -0.0884  0.208
C6 -1.6587 3.1911 -2.8760  0.000
Ge1 -0.4981 2.2438 -1.6356  0.000
C7 1.0085 3.3568 -1.0854  0.000
C8 0.1302 0.5764 -2.4885  0.000
C9 -1.5985 1.6875 -0.0797  0.000
Se1 -0.8187 0.4357 1.1961  0.008
C10 0.3526 1.6027 2.2175  -0.001
H1 -1.1172 3.4492 -3.7851  0.000
H2 -2.0284 4.1143 -2.4313  0.000
H3 -2.5153 2.5773 -3.1529  0.000
H4 1.5847 3.6598 -1.9596  0.000
H5 1.6873 2.8629 -0.3962  0.000
H6 0.6334 4.2646 -0.6106  0.000
H7 1.1502 0.6364 -2.8652  0.000
H8 -0.5257 0.3148 -3.3198  0.000
H9 0.0627 -0.3184 -1.8415  0.002
H10 -2.5013 1.1784 -0.4235  0.000
H11 -1.9346 2.5314 0.5247  0.000
H12 1.1041 2.0665 1.5877  0.000
H13 0.8285 0.9782 2.9713  0.000
H14 -0.2670 2.3533 2.7022  0.000
Cl1 2.8093 0.2467 0.0657  0.001
Ge2 4.2072 -1.0752 -1.6591  0.001
Cl2 2.1763 -2.6314 -1.6783  0.002
Cl3 5.2662 -2.1939 -0.1534  0.000

Forces on atoms 1 to 2 (eV/Å):
0.121 0.311 -0.008
-0.023 0.070 -0.002


Entry 7:
Below is a structure of composition C23H26BrN3O2ReS3Te, with properties calculated with wB97M-V/def2-TZVPD.

Output
* LUMO energy (spin up / spin down): -1.6 / -0.9 eV
* spin multiplicity: 2
* total energy: -5321.60980 hartree
* HOMO energy (spin up / spin down): -7.17 / -6.95 eV
* expectation value of S²: 1.189
* max |F|: 3.93 eV Å⁻¹

Each line ends with the Mulliken spin population.
Atoms and positions in Å:
Re1 -1.1193 0.8565 -0.4900  1.463
O1 0.5813 -0.6034 3.6616  0.000
C1 -0.7333 -0.2824 3.8004  -0.006
C2 -1.5003 -1.1037 4.6262  0.006
C3 -2.8408 -0.8552 4.8333  -0.007
C4 -3.4487 0.2210 4.2071  -0.003
C5 -2.6937 1.0475 3.4010  -0.007
C6 -1.3381 0.8157 3.1870  0.001
C7 -0.6747 1.8443 2.2558  0.010
O2 -1.4257 2.0679 1.1752  -0.005
N1 0.7259 1.4746 1.8884  0.008
N2 1.0570 1.2748 0.6005  -0.011
C8 2.3157 1.3538 0.3112  -0.004
C9 3.0057 1.1511 -0.9259  -0.005
Br1 1.9741 1.0742 -2.5548  -0.002
C10 4.3503 1.0116 -0.9723  0.002
C11 5.1634 0.7786 -2.1574  -0.001
C12 6.1159 -0.2433 -2.1258  0.001
C13 6.8143 -0.5918 -3.2649  0.000
C14 6.6074 0.0953 -4.4498  0.001
C15 5.7191 1.1577 -4.4731  0.000
C16 5.0073 1.5024 -3.3401  0.002
H1 0.9470 -0.0744 2.9357  -0.001
H2 -1.0037 -1.9370 5.0968  0.000
H3 -3.4172 -1.5049 5.4752  -0.001
H4 -4.4998 0.4185 4.3449  0.000
H5 -3.1524 1.8957 2.9125  0.003
H6 -0.5842 2.7838 2.8487  0.006
H7 1.4368 1.9334 2.4588  -0.001
H8 3.0105 1.5823 1.1286  -0.001
H9 4.8773 0.9596 -0.0258  0.000
H10 6.2772 -0.7873 -1.2065  0.000
H11 7.5123 -1.4152 -3.2311  0.000
H12 7.1403 -0.1904 -5.3444  0.000
H13 5.5638 1.7175 -5.3815  0.000
H14 4.3405 2.3479 -3.3657  0.000
C17 -3.6896 -2.3268 1.8533  -0.001
C18 -3.1944 -1.2479 0.9392  -0.008
S1 -1.4817 -1.2209 0.6868  -0.266
C19 -4.0288 -0.3798 0.3138  -0.097
C20 -5.5148 -0.3548 0.5065  0.007
S2 -3.4637 0.7735 -0.8580  -0.106
H15 -2.8503 -2.9079 2.2250  0.001
H16 -4.3804 -2.9946 1.3358  0.002
H17 -4.2103 -1.8889 2.7041  -0.001
H18 -5.8302 -1.0398 1.2864  0.001
H19 -6.0130 -0.6217 -0.4241  -0.007
H20 -5.8361 0.6512 0.7730  -0.006
S3 -0.9247 4.5146 -3.4153  0.058
C21 -0.9312 3.3156 -2.3908  0.033
N3 -0.8963 2.4331 -1.6088  -0.058
C22 -2.4757 -1.8504 -2.9172  0.006
Te1 -0.6856 -0.6648 -2.7054  -0.017
C23 0.5183 -2.2704 -1.9163  0.009
H21 -2.8612 -2.1579 -1.9482  -0.001
H22 -2.2861 -2.7244 -3.5368  -0.001
H23 -3.2160 -1.2205 -3.4055  0.004
H24 0.9057 -2.8754 -2.7295  -0.002
H25 -0.1096 -2.8684 -1.2639  0.006
H26 1.3417 -1.8500 -1.3464  -0.002

Forces on atoms 1 to 2 (eV/Å):
-1.767 -1.326 3.252
0.073 -0.207 0.080


Entry 8:
Below is a structure of composition C3H5NO2, with properties calculated with wB97M-V/def2-TZVPD.

Output
* LUMO energy: 0.8 eV
* spin multiplicity: 1
* total energy: -322.48980 hartree
* HOMO energy: -8.93 eV
* max |F|: 0.66 eV Å⁻¹

Each line ends with the Mulliken charge.
Atoms and positions in Å:
N1 0.8217 0.4570 -0.7442  -0.381
C1 -0.2941 0.3204 -1.3399  0.065
O1 -1.3520 0.0378 -0.5937  -0.317
C2 -0.8800 -0.0410 0.8063  -0.392
C3 0.5812 -0.5255 0.8663  0.168
O2 0.9568 -1.6732 0.6605  -0.617
H1 1.6781 0.3926 -1.2754  0.234
H2 -0.4468 0.4171 -2.4150  0.375
H3 -1.5074 -0.6976 1.4180  0.295
H4 -0.9268 0.9865 1.1776  0.280
H5 1.1019 0.1753 1.5486  0.290

Forces on atoms 1 to 2 (eV/Å):
-0.020 0.076 -0.427
0.362 0.046 0.165